Here is C3H7NO2S in the gas phase from the Open Molecules 2025 dataset. Energies are from the ωB97M-V functional and the def2-TZVPD basis.

## Properties
LUMO energy	0.66	eV
calculated total energy	-721.9485	a.u.
relative energy (zero: lowest compared OMol25 entry of this formula, charge and spin)	0.384	eV

Geometry as ORCA input:
```
! wB97M-V def2-TZVPD RIJCOSX def2/J DEFGRID3
* xyz 0 1
O -2.453 -0.497 0.376
C -1.498 -0.258 -0.305
O -1.627 0.104 -1.602
C -0.018 -0.398 0.069
C 0.796 0.769 -0.460
S 2.590 0.376 -0.362
N 0.095 -0.513 1.497
H -2.555 0.012 -1.844
H 0.242 -1.304 -0.494
H 0.654 1.674 0.120
H 0.567 1.025 -1.488
H 2.866 0.948 0.799
H 0.991 -0.910 1.740
H -0.648 -1.027 1.954
*
```